# C47H69ClF6N2O8S

A cluster of 6 separate species, C47H69ClF6N2O8S in total in a non-equilibrium geometry (ωB97M-V/def2-TZVPD, OMol25).

Properties
Molar mass   971.58 g mol⁻¹
E_LUMO   0.14 eV
DFT total energy   -108881.3379 eV
SMILES string   CCCCCCCCCCCCCCc1c2c(cc(Cl)c1C(=O)C(F)(F)C(F)(F)C(F)(F)C(=O)O)Nc1c(CN)cccc1S2.CC(C)=O.CC(C)=O.CC(C)=O.CC(C)=O.CC(C)=O

XYZ file:
```
134
Properties=species:S:1:pos:R:3:forces:R:3
C 5.04092 -1.15652 0.19386 0.1290 -0.1821 -0.2589
C 4.93299 -2.08455 1.40176 -0.5704 0.9961 -0.0523
C 4.46832 -1.28745 2.64117 0.4473 -0.5889 -0.8079
C 5.57524 -0.34649 3.11735 -0.2377 -0.1159 0.7901
C 5.16351 1.00648 3.70894 -0.0512 -0.3151 -0.0904
C 4.13716 1.83444 2.95499 0.1709 0.3815 -0.3352
C 4.62978 2.37366 1.60161 -0.1830 0.4396 0.0931
C 4.28373 3.86267 1.37117 0.3749 0.1669 -0.5883
C 3.35986 4.18374 0.20324 -0.6733 0.0232 0.3185
C 1.85212 3.98678 0.51079 0.4549 -0.5163 -0.6434
C 1.08268 5.24869 0.17034 -0.1975 0.3371 0.3610
C -0.41446 5.23152 0.47185 0.1797 -0.4203 0.4156
C -1.20756 4.00454 -0.00115 -0.6330 0.4530 0.0293
C -2.31981 4.42655 -0.98219 0.3345 -0.9364 0.0926
C -3.05065 3.21021 -1.50093 -0.0480 0.0684 -0.2783
C -2.45512 2.44993 -2.51010 0.2425 -0.1942 -0.1259
C -3.06512 1.30307 -3.00781 -0.5565 -0.0569 0.1497
C -4.31647 0.92567 -2.52205 0.4466 0.3288 -0.0867
C -4.91449 1.69937 -1.55123 -0.3881 -0.3430 0.1675
Cl -6.50017 1.18841 -1.02776 0.0292 0.1260 -0.1347
C -4.31192 2.82553 -1.00925 0.7198 -0.0196 0.2245
C -4.92475 3.71622 0.03632 -0.4372 -0.0248 -0.5809
O -5.41709 4.76553 -0.27656 -0.0490 -0.1027 0.2007
C -4.88878 3.40968 1.57680 -0.3357 0.4128 -0.2865
F -3.77589 2.75390 1.95015 0.0430 -0.3091 -0.0744
F -4.85118 4.61433 2.17392 0.0924 0.1223 0.1081
C -6.18286 2.69649 2.11364 0.5657 0.2796 0.6479
F -6.51561 3.27933 3.28190 -0.0274 0.0039 0.0657
F -7.19514 2.93885 1.26933 -0.0115 -0.1662 -0.2996
C -6.01669 1.17643 2.43384 -1.3891 0.1993 0.1545
F -5.18520 0.56788 1.59599 0.3702 0.0107 0.0394
F -5.57586 1.06331 3.70245 0.4712 -0.1039 -0.0070
C -7.37640 0.42099 2.37427 -0.1091 -0.9816 -0.4071
O -7.42056 -0.70706 1.96622 0.0669 0.4191 -0.0446
O -8.44827 1.09331 2.80312 0.4873 0.4714 -0.2324
N -2.45622 0.50853 -3.99216 0.2165 0.1446 0.6122
C -1.08463 0.24423 -3.77816 0.8377 -0.7789 -0.1114
C -0.56536 -1.06321 -3.90254 -0.2173 0.3337 -0.3482
C -1.48546 -2.20801 -4.24182 -0.2206 0.2669 1.3074
N -2.18433 -2.62915 -3.00297 0.0002 0.0378 -0.2562
C 0.78396 -1.28713 -3.66641 0.2488 0.1902 -0.0457
C 1.65030 -0.25254 -3.33883 -0.2757 0.6284 0.1207
C 1.14452 1.03722 -3.21086 -0.3405 -0.2512 -0.0304
C -0.20954 1.26454 -3.42083 -0.5594 0.3077 0.0016
S -0.90083 2.89610 -3.25325 0.0954 0.1054 -0.0181
H 5.82574 -0.40675 0.27369 0.0587 0.0864 0.1303
H 5.23746 -1.71406 -0.72064 0.0535 -0.1247 -0.0566
H 4.09691 -0.63307 0.04258 -0.0959 0.0850 0.0175
H 5.87066 -2.59757 1.59560 0.0880 -0.1371 0.0111
H 4.17870 -2.82001 1.15105 0.0490 -0.3611 0.1287
H 4.20829 -2.02060 3.40366 -0.1012 0.1698 0.3044
H 3.54849 -0.78285 2.34618 -0.0303 0.2372 0.1560
H 6.33522 -0.20288 2.35534 -0.0714 0.0794 -0.3467
H 6.08705 -0.87096 3.92754 0.2623 -0.0312 -0.0291
H 6.07647 1.60039 3.77396 0.0463 0.1598 0.1645
H 4.81428 0.86317 4.73249 -0.0814 -0.0586 0.0693
H 3.93743 2.70096 3.58307 -0.1329 0.0804 0.1288
H 3.17562 1.34019 2.81794 0.0014 -0.2326 0.1484
H 4.25780 1.78653 0.76314 -0.0891 -0.1616 -0.0005
H 5.71540 2.31039 1.54602 0.1446 -0.2517 0.1211
H 5.22071 4.38208 1.16798 0.1033 0.1169 0.1154
H 3.86811 4.32922 2.26389 -0.0054 -0.0684 0.1754
H 3.46989 5.23169 -0.07176 0.2761 0.1332 0.0079
H 3.62853 3.61104 -0.68423 0.1423 -0.0901 -0.0290
H 1.51932 3.12956 -0.07558 -0.3081 -0.0090 -0.0196
H 1.69295 3.70491 1.55231 0.0231 0.1201 0.1730
H 1.51548 6.02048 0.81221 0.0293 0.2513 -0.1019
H 1.27982 5.58114 -0.84858 0.0281 -0.2454 -0.2315
H -0.50850 5.29225 1.55697 -0.0641 0.0058 0.1167
H -0.89080 6.13582 0.09728 0.0602 0.1543 -0.1443
H -1.69732 3.55179 0.85825 0.0510 -0.2175 0.0674
H -0.60554 3.23329 -0.47138 0.2270 0.0392 -0.0162
H -1.83793 4.92159 -1.82056 -0.1574 0.3566 -0.0957
H -3.01220 5.09445 -0.48695 0.0318 0.3590 -0.0711
H -4.79076 0.04126 -2.91812 -0.1901 -0.0879 0.0892
H -9.20716 0.68618 2.36182 -0.2019 -0.1983 0.3509
H -2.97545 -0.35305 -4.06976 -0.0440 -0.1112 -0.2073
H -0.91276 -3.03127 -4.65924 -0.0234 -0.0244 -0.2896
H -2.25720 -1.86681 -4.92745 0.1811 -0.2502 -0.6052
H -1.79197 -2.15915 -2.20049 0.1417 -0.1669 0.0790
H -2.15365 -3.63881 -2.87801 -0.1779 0.4824 0.0362
H 1.18161 -2.28986 -3.74032 -0.0896 -0.1257 -0.0699
H 2.70116 -0.40647 -3.15277 0.0952 -0.2424 -0.0517
H 1.75870 1.88377 -2.94480 0.2150 -0.0202 0.0761
C -2.07698 -7.71281 -2.32615 -0.0311 0.2003 0.1909
C -2.40052 -6.60382 -3.29290 -0.0573 0.0421 -0.0332
C -2.59367 -6.98688 -4.73801 -0.0171 0.2619 -0.0228
O -2.50406 -5.45474 -2.92629 0.0787 -0.4045 0.0133
H -1.96427 -7.30108 -1.32574 0.0004 0.0058 -0.0131
H -2.88160 -8.44949 -2.31984 0.0813 -0.0935 -0.0876
H -1.14608 -8.19850 -2.61943 -0.0509 -0.1334 -0.0569
H -3.41963 -7.69339 -4.82907 0.0889 -0.1128 -0.0146
H -1.68309 -7.44483 -5.12758 -0.0612 -0.1410 0.0138
H -2.82259 -6.09784 -5.32122 -0.0095 0.0021 0.0169
C 6.21468 -7.21568 1.02686 -0.0012 0.1280 -0.2355
C 5.62503 -5.94258 1.57975 0.0194 0.0295 0.0262
C 5.52650 -5.83761 3.07947 -0.1653 0.2234 0.0506
O 5.25602 -5.04064 0.86219 0.0533 -0.2354 -0.1020
H 6.23362 -7.16473 -0.05995 -0.0191 0.0081 0.0085
H 7.23313 -7.33963 1.39843 -0.0488 -0.0688 0.1199
H 5.61246 -8.07176 1.33410 0.0783 -0.0418 0.1033
H 6.52349 -5.90959 3.51352 -0.0123 -0.2010 0.0161
H 4.89518 -6.63552 3.47489 0.1100 -0.0691 0.0319
H 5.08847 -4.87634 3.34645 -0.0355 -0.0128 -0.0336
C 10.81650 -4.52709 2.69742 -0.0180 -0.2489 -0.0391
C 9.35545 -4.72011 3.01725 -0.0057 -0.0060 -0.0199
C 8.57591 -3.48972 3.41504 -0.1596 -0.2058 0.0047
O 8.83561 -5.81221 2.95490 0.0276 0.0549 -0.0028
H 11.25790 -5.48351 2.42703 -0.0130 -0.0025 0.0029
H 10.92694 -3.83484 1.86151 0.0351 0.1130 0.0918
H 11.33934 -4.12690 3.56728 0.0014 0.1391 -0.0581
H 8.59775 -2.75652 2.60727 0.0919 0.0790 0.0675
H 9.00944 -3.04799 4.31357 0.0693 0.1070 -0.0792
H 7.54190 -3.75894 3.61710 -0.0071 0.0127 -0.0099
C -6.50823 9.36240 -0.34982 -0.0449 0.2102 -0.1229
C -5.38443 9.28647 -1.35594 0.0206 0.0227 -0.0183
C -4.50389 8.06245 -1.29737 0.1123 0.0944 -0.2205
O -5.20133 10.16317 -2.16756 -0.0099 -0.0072 0.0127
H -7.06368 10.28582 -0.49750 0.0129 0.0027 -0.0117
H -7.18321 8.51513 -0.47940 0.0659 -0.0769 0.1224
H -6.10445 9.34751 0.66363 -0.0373 -0.1490 0.0177
H -5.10020 7.16401 -1.46469 0.0166 -0.0489 0.1839
H -4.02007 7.99749 -0.32102 -0.1092 -0.1251 0.0516
H -3.73921 8.12987 -2.06850 -0.0061 0.0273 -0.0018
C -7.95495 -4.20782 -0.98475 -0.0305 -0.0128 -0.2413
C -6.57876 -3.70888 -1.36151 0.0468 0.0088 -0.0173
C -5.65966 -3.33970 -0.22279 0.1337 0.1186 -0.2278
O -6.23904 -3.61142 -2.51716 -0.0449 0.0135 0.0064
H -8.51636 -4.43745 -1.88780 0.0147 0.0041 -0.0062
H -7.87270 -5.11053 -0.37727 -0.0310 0.0780 0.1276
H -8.48694 -3.44149 -0.41877 0.0344 -0.0686 0.1356
H -5.48908 -4.21067 0.41248 -0.0902 0.0652 0.1136
H -6.10892 -2.53891 0.36892 -0.0267 -0.1083 0.1309
H -4.70691 -2.99617 -0.62151 -0.0084 -0.0259 -0.0413
```
Positions in Å, forces in eV/Å.